(1)
# C38H54ClNOP4Sn

C38H54ClNOP4Sn as an isolated structure at a distorted geometry (wB97M-V/def2-TZVPD, OMol25).

Calculated values
* 2S+1: 1
* total charge: +2
* HOMO: -10.98 eV

Last column: Löwdin charge in e.
CARTESIAN COORDINATES (ANGSTROEM)
P -1.730 -1.093 -3.625  1.06
C -3.454 -1.216 -4.244  -0.40
C -3.969 -0.425 -5.286  -0.08
H -3.338 0.321 -5.769  0.10
C -5.290 -0.605 -5.704  -0.07
H -5.669 0.004 -6.522  0.11
C -6.108 -1.552 -5.086  -0.07
H -7.135 -1.686 -5.419  0.11
C -5.602 -2.327 -4.036  -0.08
H -6.235 -3.070 -3.553  0.11
C -4.290 -2.158 -3.602  -0.12
H -3.889 -2.749 -2.776  0.10
C -1.124 0.418 -4.476  -0.41
C -1.407 1.654 -3.854  -0.13
H -1.954 1.663 -2.908  0.09
C -1.011 2.841 -4.464  -0.09
H -1.253 3.792 -3.994  0.10
C -0.313 2.818 -5.677  -0.08
H -0.004 3.748 -6.148  0.11
C -0.017 1.595 -6.281  -0.07
H 0.524 1.560 -7.225  0.11
C -0.414 0.395 -5.688  -0.08
H -0.182 -0.557 -6.166  0.11
C -0.892 -2.422 -4.576  -0.40
C -1.492 -3.105 -5.649  -0.07
H -2.512 -2.864 -5.949  0.11
C -0.774 -4.089 -6.332  -0.06
H -1.248 -4.600 -7.168  0.11
C 0.530 -4.410 -5.951  -0.07
H 1.083 -5.178 -6.487  0.11
C 1.122 -3.742 -4.873  -0.09
H 2.140 -3.985 -4.575  0.10
C 0.418 -2.764 -4.173  -0.12
H 0.869 -2.258 -3.316  0.07
Sn -0.272 -0.236 2.549  0.74
C 1.677 0.729 1.943  -0.18
C 2.005 1.018 0.685  -0.34
H 2.387 1.034 2.719  0.01
C 1.089 0.630 -0.480  -0.35
O 1.892 -0.294 -1.281  -0.04
H 1.339 -0.640 -2.013  0.09
C -0.176 -0.029 -0.138  -0.02
H 0.855 1.569 -1.027  0.15
C -1.021 -0.761 0.405  -0.07
Cl -2.471 -1.343 2.998  0.10
P 1.091 -2.400 2.816  0.76
P -1.502 2.005 2.744  0.75
C 0.453 -3.361 4.208  -0.24
H -0.616 -3.569 4.056  0.05
H 0.563 -2.806 5.149  0.05
H 1.003 -4.310 4.295  0.07
C 0.928 -3.409 1.317  -0.22
H 1.333 -2.884 0.440  0.05
H -0.129 -3.623 1.113  0.06
H 1.468 -4.359 1.439  0.07
C 2.861 -2.148 3.089  -0.22
H 3.033 -1.504 3.962  0.07
H 3.333 -1.664 2.222  0.04
H 3.357 -3.115 3.264  0.08
C -2.290 2.227 4.355  -0.21
H -1.543 2.343 5.149  0.06
H -2.913 1.355 4.590  0.05
H -2.926 3.124 4.333  0.08
C -0.478 3.463 2.456  -0.21
H -0.022 3.438 1.457  0.05
H 0.336 3.544 3.186  0.03
H -1.092 4.372 2.533  0.08
C -2.842 1.992 1.522  -0.24
H -3.483 1.113 1.662  0.04
H -2.451 1.955 0.497  0.05
H -3.451 2.899 1.637  0.07
P 3.636 1.793 0.308  0.90
C 4.373 2.537 1.757  -0.17
C 3.351 3.053 -0.919  -0.16
H 4.594 1.774 2.517  0.07
H 3.715 3.300 2.196  0.07
H 5.327 3.032 1.509  0.09
H 2.894 2.607 -1.810  0.07
H 4.297 3.528 -1.205  0.08
H 2.681 3.823 -0.519  0.08
C 4.754 0.557 -0.329  -0.16
H 4.971 -0.194 0.441  0.07
H 5.698 1.024 -0.640  0.08
H 4.287 0.058 -1.186  0.06
H -1.910 -1.384 0.381  0.07
C 2.449 2.393 4.682  -0.09
C 1.498 1.550 5.447  -0.40
C 1.398 1.690 6.860  -0.06
C 0.409 0.795 7.267  -0.06
C -0.084 0.161 6.094  -0.42
C -1.222 -0.784 6.145  -0.09
N 0.602 0.617 4.992  0.00
H 3.324 1.821 4.342  0.05
H 2.811 3.165 5.380  0.10
H 1.995 2.912 3.813  0.03
H 1.992 2.394 7.404  0.09
H 0.020 0.559 8.250  0.10
H -1.026 -1.723 5.600  0.02
H -1.400 -1.007 7.211  0.10
H -2.137 -0.361 5.713  0.03

---

(2)
# C38H54CoN3O4PS2

C38H54CoN3O4PS2 as an isolated structure at a distorted geometry (wB97M-V/def2-TZVPD, OMol25).

Calculated values
* energy above the lowest of the compared OMol25 structures with the same formula, charge and spin: 0.0 kJ/mol
* 2S+1: 3
* total charge: -1
* expectation value of S²: 2.1446
* HOMO (spin up / spin down): -3.99 / -4.51 eV

Last column: Löwdin spin population.
CARTESIAN COORDINATES (ANGSTROEM)
Co -0.551 -1.560 -0.066  1.06
C -2.140 5.379 0.272  0.00
C -0.838 4.885 -0.444  0.00
C -0.662 5.684 -1.815  0.00
C 0.374 5.150 0.484  0.00
C -0.934 3.375 -0.718  0.01
C -0.335 2.454 0.133  0.07
C -0.775 1.128 -0.025  0.01
N -0.367 0.106 0.798  0.29
C 0.265 0.005 2.037  0.00
C 0.283 1.052 3.028  0.04
C 1.254 0.971 4.020  0.01
C 2.017 -0.207 4.214  0.06
C 1.826 -1.322 3.402  0.01
C 0.928 -1.249 2.248  0.07
O 0.722 -2.229 1.414  0.05
C 2.698 -2.521 3.516  0.00
C 3.788 -2.473 4.539  0.00
C 3.404 -2.655 2.102  0.00
C 1.952 -3.919 3.767  0.00
C 1.621 2.155 4.934  0.00
C 3.021 2.704 4.486  0.00
C 1.578 1.742 6.450  0.00
C 0.483 3.253 4.591  0.00
C -1.594 0.648 -1.168  0.08
O -1.708 -0.661 -1.279  0.05
C -2.227 1.663 -1.891  0.01
C -1.945 2.954 -1.555  0.09
C -3.291 1.432 -3.073  0.00
C -2.455 1.555 -4.369  0.00
C -4.317 2.610 -3.073  0.00
C -3.993 0.032 -2.982  0.00
H -1.903 6.341 0.623  0.00
H -2.434 4.712 1.076  0.00
H -2.867 5.469 -0.470  0.00
H 0.367 5.862 -2.140  0.00
H -1.124 6.707 -1.649  0.00
H -1.221 5.254 -2.627  0.00
H 0.362 6.107 0.937  0.00
H 1.289 5.121 -0.150  0.00
H 0.458 4.474 1.326  0.00
H 0.503 2.614 0.803  0.00
H -0.265 1.979 2.902  0.00
H 2.797 -0.205 5.003  0.00
H 4.358 -1.478 4.268  0.00
H 4.390 -3.422 4.350  0.00
H 3.434 -2.416 5.561  0.00
H 3.635 -1.620 1.839  0.00
H 2.675 -3.178 1.427  0.00
H 4.308 -3.225 2.153  0.00
H 1.380 -3.811 4.723  0.00
H 2.617 -4.810 3.874  0.00
H 1.262 -3.966 2.899  0.00
H 3.732 1.864 4.734  0.00
H 3.326 3.557 5.115  0.00
H 2.939 2.922 3.390  0.00
H 2.400 1.040 6.790  0.00
H 0.582 1.354 6.663  0.00
H 1.656 2.672 7.028  0.00
H 0.545 3.723 3.596  0.00
H 0.313 3.983 5.382  0.00
H -0.390 2.606 4.712  0.00
H -2.667 3.750 -1.793  0.00
H -2.054 2.614 -4.393  0.00
H -3.150 1.339 -5.157  0.00
H -1.500 0.928 -4.483  0.00
H -3.823 3.566 -3.272  0.00
H -4.840 2.677 -2.135  0.00
H -5.135 2.487 -3.820  0.00
H -3.276 -0.757 -2.765  0.00
H -4.509 -0.145 -3.911  0.00
H -4.629 0.035 -2.114  0.00
C 1.519 -5.828 -4.217  0.00
C 2.548 -4.730 -3.949  0.00
O 2.027 -3.420 -4.281  0.00
P 0.842 -2.659 -3.509  0.01
S 1.417 -2.248 -1.599  0.04
S -0.989 -3.301 -3.911  0.00
O 0.735 -1.219 -4.353  0.00
C 1.872 -0.371 -4.622  0.00
C 1.996 0.706 -3.591  0.00
H 1.890 -6.744 -3.859  0.00
H 1.288 -6.019 -5.273  0.00
H 0.674 -5.519 -3.681  0.00
H 3.446 -4.799 -4.498  0.00
H 2.861 -4.800 -2.887  0.00
H 1.687 0.005 -5.598  0.00
H 2.828 -1.000 -4.658  0.00
H 1.083 1.321 -3.507  0.00
H 2.823 1.418 -3.892  0.00
H 2.223 0.312 -2.535  0.00
N -5.461 -3.292 -3.056  0.00
C -4.708 -3.601 -2.229  0.00
C -3.683 -3.853 -1.302  0.00
C -3.157 -5.140 -1.156  0.00
C -2.019 -5.364 -0.330  0.00
C -1.415 -4.267 0.273  0.00
N -1.841 -3.017 0.056  0.02
C -3.064 -2.842 -0.536  -0.01
H -3.527 -6.009 -1.746  0.00
H -1.647 -6.331 -0.127  0.00
H -0.509 -4.486 0.889  0.00
H -3.364 -1.770 -0.587  0.00